# 1
This record from OMol25 describes C25H12BrCl6F4OsP as an isolated structure. The level of theory is the ωB97M-V functional and the def2-TZVPD basis.

Atoms and positions in Å:
C1 2.357 2.701 3.963
F1 -4.726 2.175 -4.075
H1 2.760 3.416 4.667
F2 -0.759 4.545 -3.265
C2 2.474 0.559 2.909
C3 2.098 -1.335 -3.272
Cl1 -2.261 -0.282 2.896
H2 1.757 -1.894 -4.133
H3 0.741 3.989 3.373
H4 3.375 0.679 -0.165
C4 1.218 3.029 3.229
C5 2.994 1.477 3.817
C6 -0.187 -2.271 0.945
H5 4.768 0.504 -2.234
C7 -1.545 3.519 -3.005
C8 0.584 -3.108 1.635
H6 -3.993 -1.725 2.202
C9 -2.755 3.385 -3.677
Os1 -2.966 -1.276 -0.142
F3 -0.014 2.709 -1.421
C10 0.682 2.120 2.314
C11 1.287 -1.260 -2.138
Cl2 0.784 -0.527 0.534
H7 1.925 -1.166 1.058
H8 3.955 -0.775 -4.174
C12 -3.587 2.299 -3.416
C13 3.806 0.012 -2.195
C14 -3.189 1.370 -2.481
H9 0.322 -1.740 -2.074
C15 3.046 0.116 -1.027
C16 -1.905 -3.767 0.910
H10 3.875 1.224 4.393
C17 -1.484 -2.471 0.554
P1 -1.590 0.295 -0.514
Cl3 -1.746 -6.244 1.989
Br1 -4.325 -0.147 -2.175
C18 1.851 -0.531 -1.133
Cl4 3.253 -0.995 2.658
C19 -1.135 -4.707 1.608
C20 -1.991 1.484 -1.782
H11 -4.260 -0.046 1.680
Cl5 -3.538 -4.156 0.458
F4 -3.110 4.282 -4.570
C21 3.337 -0.705 -3.289
H12 -0.216 2.331 1.748
C22 0.174 -4.360 2.010
C23 -3.515 -0.844 1.769
Cl6 1.192 -5.400 2.886
C24 -1.178 2.570 -2.067
C25 1.364 0.941 2.221

expectation value of S²: 6.0604
2S+1: 5
HOMO energy (alpha / beta): -13.11 / -14.33 eV
net charge: +2
strongest force on any atom: 1.90 eV/Å



# 2
This record from OMol25 describes C2H5N3O2 as an isolated structure. The level of theory is the ωB97M-V functional and the def2-TZVPD basis.

Atoms and positions in Å:
H1 -2.773 -1.432 0.348
H2 -0.351 -0.987 1.273
O1 -2.274 0.151 -1.021
H3 2.322 -1.829 -0.035
N1 0.117 0.772 0.581
O2 1.686 -1.083 -0.032
H4 1.528 2.013 -0.298
N2 -0.856 -0.133 0.942
H5 -0.164 1.826 1.318
C1 1.222 0.941 -0.175
N3 2.028 0.056 -0.606
C2 -2.036 -0.441 0.075

HOMO energy: -8.47 eV
strongest force on any atom: 8.57 eV/Å



# 3
This record from OMol25 describes a 2-piece molecular cluster, C9H14O overall. The level of theory is the ωB97M-V functional and the def2-TZVPD basis.

Atoms and positions in Å:
C1 -1.646 -1.239 -1.457
C2 -1.203 1.624 2.019
H1 -0.164 1.987 -0.256
C3 0.307 -0.338 2.046
C4 0.326 1.193 0.156
C5 1.418 -0.809 1.502
H2 -1.567 -0.187 -3.376
H3 1.776 0.982 -1.307
H4 -1.178 -2.153 -1.017
O1 3.346 -0.859 -0.019
C6 -0.862 -0.581 -2.633
C7 2.058 -0.525 0.258
C8 1.424 0.526 -0.369
H5 -1.886 -0.529 -0.699
H6 -0.251 0.150 -2.072
C9 -0.175 0.838 1.420
H7 -1.973 1.936 1.370
H8 -0.707 2.496 2.543
H9 0.007 -0.605 3.069
H10 1.838 -1.699 1.919
H11 -2.585 -1.448 -1.874
H12 -0.345 -1.369 -3.161
H13 -1.837 1.026 2.768
H14 3.881 -0.415 -0.830

HOMO energy: -8.16 eV
strongest force on any atom: 5.96 eV/Å



# 4
This record from OMol25 describes one molecule with the formula C5H7N. The level of theory is the ωB97M-V functional and the def2-TZVPD basis.

Atoms and positions in Å:
C1 0.327 0.370 -0.813
H1 -1.633 1.676 0.853
C2 -0.314 0.174 0.515
H2 0.668 1.314 -0.905
C3 0.958 -1.622 0.298
H3 2.396 -0.277 -0.358
H4 -2.294 0.326 0.199
H5 -1.781 0.180 2.010
H6 1.831 -1.281 -1.607
C4 -1.676 0.635 0.936
H7 -0.301 0.131 -1.564
C5 1.479 -0.649 -0.785
N1 0.342 -0.975 1.221

HOMO energy (alpha / beta): -7.45 / -8.05 eV
strongest force on any atom: 5.42 eV/Å



Question: Among the records above, which one has the highest strongest force on any atom?
Answer: C2H5N3O2